[1]
C6H6OS in the gas phase in a non-equilibrium geometry, computed with the ωB97M-V functional and the def2-TZVPD basis.

```
14
Properties=species:S:1:pos:R:3:forces:R:3
C -1.447662 1.110420 -0.748516 -2.37 -1.89 0.57
C -1.139531 -1.329182 -0.195930 -0.06 -0.71 -0.23
C -0.215701 0.837698 -0.120326 -0.56 -1.01 -0.12
C -0.051604 -0.638664 0.200378 -1.03 1.54 -0.92
C 0.699288 1.848622 -0.065633 0.24 -0.36 -0.03
C 1.221678 -1.252718 0.727560 -1.62 0.47 0.93
O 1.527288 -1.066677 1.976883 0.19 1.30 2.00
S -2.427206 -0.344210 -0.869806 1.76 1.72 -0.03
H -1.913523 2.043239 -1.071474 0.53 -0.20 0.11
H -1.216890 -2.440140 -0.290933 -0.06 1.22 0.47
H 0.277422 2.900981 -0.144091 1.30 -1.35 -0.09
H 1.759657 1.491328 -0.047897 -0.79 1.15 0.51
H 1.012225 -2.272766 0.598361 0.03 -2.35 -1.11
H 1.914560 -0.887931 0.051424 2.44 0.47 -2.08
```
Forces are in eV/Å.

Results
E_LUMO (alpha / beta)	-2.80 / -2.80	eV
highest occupied orbital energy (alpha / beta)	-6.70 / -6.70	eV
energy above the lowest of the compared OMol25 structures with the same formula, charge and spin	116.9	kcal per mole
frontier orbital gap (alpha / beta)	3.9 / 3.9	eV
E_tot	-705.439995	Eh
multiplicity	1

[2]
A molecular structure, C38H35FeGe2N4OS, computed with the ωB97M-V functional and the def2-TZVPD basis.

```
82
Properties=species:S:1:pos:R:3:forces:R:3
Fe -0.219978 0.178342 0.516238 -0.52 0.17 0.27
C -3.263348 1.330681 -2.579415 0.01 0.03 0.01
C -2.495142 0.596064 -1.664873 0.01 -0.13 0.05
N -1.622560 1.144916 -0.853292 -0.01 0.01 0.10
C -1.482300 2.497447 -0.858892 0.19 -0.01 0.20
C -2.220268 3.319241 -1.732282 0.02 0.01 0.03
C -3.110092 2.686275 -2.624765 0.02 -0.02 0.03
C -2.087432 4.724984 -1.639890 0.01 0.00 -0.01
C -1.299550 5.237891 -0.654183 -0.02 0.06 -0.04
C -0.568478 4.425893 0.235166 0.03 -0.17 0.02
C -0.583765 3.041888 0.133234 -0.33 -0.19 -0.06
N 0.041872 2.082629 0.901821 0.21 0.60 -0.30
C 0.735229 2.386327 2.052406 0.02 -0.12 0.13
C 1.370410 3.550972 2.443859 -0.06 -0.03 -0.06
C 1.961023 3.667078 3.717872 0.01 0.05 0.05
C 1.965158 2.642417 4.614338 -0.05 -0.01 0.01
C 1.401677 1.402061 4.233062 -0.02 0.05 -0.07
C 1.426035 0.254798 5.048818 -0.03 -0.01 0.03
C 0.911339 -0.917816 4.578061 -0.02 -0.02 0.03
C 0.382957 -0.958516 3.279664 -0.19 0.04 -0.05
N 0.323801 0.096660 2.496118 0.24 0.02 0.01
C 0.815770 1.281752 2.960651 -0.03 -0.06 0.00
H -3.953885 0.812958 -3.228424 -0.03 -0.01 -0.03
H -2.591677 -0.481123 -1.615621 0.04 0.01 0.01
H -3.678919 3.290232 -3.320166 -0.02 0.02 -0.01
H -2.634711 5.361475 -2.321546 -0.02 0.02 -0.01
H -1.217768 6.311356 -0.536813 -0.01 0.01 -0.01
H -0.017344 4.928432 1.005951 0.03 0.00 0.00
H 1.483035 4.380044 1.768729 -0.01 0.01 -0.03
H 2.433210 4.606831 3.974369 0.02 0.02 0.02
H 2.419985 2.744506 5.589933 0.02 0.00 0.03
H 1.869967 0.314705 6.034529 0.01 0.01 0.02
H 0.922078 -1.820510 5.172990 0.00 0.00 -0.01
H -0.028310 -1.871138 2.873856 0.00 -0.02 -0.03
O -1.316334 -1.400832 1.020433 -0.15 -0.13 -0.20
N -1.375599 -2.516917 0.296776 0.14 0.07 -0.04
C -2.067545 -3.548072 0.828128 0.02 -0.04 -0.06
C -2.125725 -4.754964 0.193200 0.05 -0.03 -0.08
C -1.441959 -4.906539 -1.022308 -0.07 -0.02 0.09
C -0.749714 -3.849960 -1.546252 0.00 0.12 0.04
C -0.714376 -2.602020 -0.890139 -0.21 -0.03 0.08
S 0.072416 -1.225174 -1.492144 -0.11 0.00 -0.25
H -2.543270 -3.316039 1.768284 0.00 -0.01 0.01
H -2.681539 -5.564857 0.639247 -0.02 -0.02 0.01
H -1.457162 -5.854726 -1.540844 0.00 -0.03 -0.01
H -0.203277 -3.933760 -2.473615 0.02 0.00 -0.02
C 2.360876 3.074804 -1.625706 -0.03 -0.02 -0.05
Ge 2.986928 1.218940 -1.728278 0.03 -0.05 -0.08
C 2.369131 0.509681 -3.452662 0.05 0.07 0.00
C 4.954932 1.270514 -1.733693 -0.04 0.06 -0.05
Ge 2.173236 -0.129404 0.128598 0.30 -0.21 0.21
C 3.329728 0.311812 1.682208 0.09 -0.03 -0.14
C 3.680430 -0.663348 2.614194 -0.01 -0.10 -0.03
C 4.559682 -0.386612 3.651245 0.01 -0.03 0.03
C 5.117134 0.876588 3.771236 0.05 0.00 0.03
C 4.791626 1.856567 2.845918 0.03 0.03 0.01
C 3.910196 1.571118 1.815172 0.01 0.11 -0.03
C 2.652714 -2.035795 -0.125770 0.15 0.05 0.07
C 3.682966 -2.424096 -0.976629 0.03 -0.02 -0.02
C 4.018720 -3.763383 -1.141779 0.04 0.06 -0.05
C 3.330846 -4.744247 -0.448521 -0.03 -0.08 0.01
C 2.300316 -4.378099 0.406698 0.02 -0.04 0.03
C 1.972818 -3.040647 0.561433 0.01 0.00 0.07
H 2.743231 3.621572 -2.489273 0.03 0.02 -0.01
H 2.699225 3.581495 -0.722994 0.02 0.00 0.07
H 1.273501 3.122420 -1.648308 -0.01 -0.01 -0.03
H 2.715341 1.158985 -4.258587 0.04 0.02 -0.01
H 1.282500 0.473442 -3.486201 -0.08 0.02 0.00
H 2.741139 -0.497606 -3.630661 0.02 -0.06 0.03
H 5.281585 1.932074 -2.537897 0.03 0.01 -0.01
H 5.392305 0.288692 -1.902369 0.00 -0.07 -0.01
H 5.343820 1.653627 -0.791218 -0.02 0.01 0.04
H 3.276654 -1.665329 2.526356 0.00 -0.02 -0.02
H 4.817573 -1.163583 4.361253 0.00 0.00 0.00
H 5.810391 1.094178 4.573789 0.01 0.00 0.02
H 5.222406 2.846373 2.929359 0.01 0.02 0.00
H 3.664171 2.356263 1.108477 0.00 -0.01 -0.03
H 4.235169 -1.679198 -1.536458 0.03 0.05 0.00
H 4.820942 -4.037609 -1.815817 0.01 0.00 0.00
H 3.592130 -5.787193 -0.574082 0.00 -0.01 0.00
H 1.750801 -5.137350 0.950527 -0.01 0.00 0.01
H 1.152497 -2.774240 1.218368 -0.01 0.01 0.05
```
Forces are in eV/Å.

Results
E_LUMO (alpha / beta)	-0.06 / 0.04	eV
highest occupied orbital energy (alpha / beta)	-6.69 / -6.75	eV
energy above the lowest of the compared OMol25 structures with the same formula, charge and spin	13.8	kcal per mole
frontier orbital gap (alpha / beta)	6.6 / 6.8	eV
E_tot	-7579.061112	Eh
multiplicity	2

[3]
A molecular structure, C6H13B2DyI2O4 in a non-equilibrium geometry, computed with the ωB97M-V functional and the def2-TZVPD basis.

```
28
Properties=species:S:1:pos:R:3:forces:R:3
C -2.656221 -3.292498 -0.202373 -1.36 -0.60 1.35
O -1.494514 -3.143417 -1.121174 0.94 2.72 1.46
B -1.053774 -1.732034 -1.182210 -4.73 -0.11 -0.59
O -2.074152 -0.631459 -1.117698 2.25 -2.93 1.85
B 0.526351 -1.232799 -1.334582 0.20 3.12 2.09
I 0.929881 -0.765308 -3.450752 0.20 0.31 -0.56
O 1.568157 -1.880554 -0.511874 1.81 1.38 0.13
C 2.073993 -0.969875 0.562688 -0.28 1.49 1.75
C 1.591333 0.541630 0.090845 0.45 -0.56 -1.29
C 1.239272 1.666647 1.230374 -0.25 -0.37 -0.01
C -0.180446 2.456831 1.014276 -0.17 0.98 0.20
C -0.020127 3.854546 0.110924 -0.51 -0.29 3.08
I 0.483982 3.477207 -1.994017 -0.25 0.37 1.28
O 0.447821 0.137975 -0.742044 0.96 -0.68 -0.01
H -2.552426 -4.366353 0.297585 -0.41 2.34 -1.21
H -3.696724 -3.170530 -0.738257 2.35 -0.39 0.82
H -2.629821 -2.479569 0.654039 0.03 -1.72 -1.70
H -2.207772 -0.392075 -0.146832 0.06 -0.11 -1.89
H 3.241781 -1.065006 0.774782 -2.69 -0.05 -0.67
H 1.386146 -1.266412 1.490124 1.80 0.75 -1.49
H 2.350171 0.999985 -0.673154 -1.10 -0.88 1.44
H 1.192070 1.111839 2.261307 0.23 1.14 -1.86
H 2.116942 2.457116 1.217733 -1.79 -1.76 0.17
H -0.529978 2.832494 2.091885 0.83 -0.83 -2.32
H -1.055068 1.806852 0.587921 1.89 1.05 0.71
H -1.039486 4.427161 0.255043 2.09 -1.13 -0.87
H 0.798517 4.490739 0.696858 -1.56 -1.28 -1.83
Dy 1.244092 -3.873128 -0.121417 -0.99 -1.97 -0.02
```
Forces are in eV/Å.

Results
E_LUMO (alpha / beta)	-9.08 / -10.24	eV
highest occupied orbital energy (alpha / beta)	-14.14 / -14.07	eV
frontier orbital gap (alpha / beta)	5.1 / 3.8	eV
E_tot	-2066.873503	Eh
multiplicity	6
charge	+2